54
Properties=species:S:1:pos:R:3:lowdin_charge:R:1 method="wB97M-V/def2-TZVPD" spin_multiplicity=1 lumo_energy_ev=0.821 de_lowest_kcal_mol=419.9
C -7.0974 -2.0804 0.3600 -0.071
C -5.6291 -2.1741 0.9435 -0.222
C -4.4590 -1.8872 -0.0546 -0.211
C -4.5122 -0.6458 -0.7413 -0.318
C -4.3450 0.3690 0.1067 -0.270
C -4.1691 1.7698 -0.4385 -0.262
O -3.0333 1.6960 -1.1112 -0.076
C -1.7425 1.9451 -0.8058 -0.202
C -1.5411 2.2017 0.5678 -0.004
C -0.1491 2.2309 1.1241 -0.089
C 0.8396 2.3371 0.3056 -0.228
C 0.5547 1.9831 -1.1630 0.000
C -0.6047 1.5948 -1.6524 -0.005
H -0.7992 1.6696 -2.5458 0.028
H 1.4907 1.7513 -1.8529 0.154
C 2.2406 2.2317 0.9139 -0.088
N 3.1887 1.0434 0.3098 -0.154
C 4.5225 1.3803 0.6023 -0.186
C 5.4914 0.4582 -0.2301 -0.073
N 4.9717 -0.8946 0.4770 -0.099
C 3.5525 -1.1822 -0.0069 -0.076
C 2.6533 -0.0012 0.9265 -0.160
H 1.7046 -0.1404 0.6216 0.072
H 2.8713 -0.1081 2.0361 0.149
H 3.3198 -1.9882 0.2347 -0.024
H 3.4589 -1.1274 -1.0061 0.068
C 5.8952 -2.2165 0.0011 -0.171
C 6.0167 -2.2223 -1.5183 -0.106
H 4.9287 -2.7136 -1.7651 0.112
H 6.7025 -3.2535 -1.5481 0.128
H 6.3584 -1.4269 -2.1116 0.037
H 6.8498 -1.7944 0.2454 0.085
H 5.5756 -2.8723 0.5774 0.017
H 6.4257 0.3862 0.0164 0.043
H 5.1850 0.3596 -1.2502 0.095
H 4.8799 2.6164 0.1617 0.199
H 4.8040 1.4243 1.4327 -0.017
H 2.7244 3.2374 0.7075 0.121
H 2.2995 2.3224 1.9105 0.063
H -0.1425 2.5987 2.2799 0.165
H -2.2217 2.2233 1.5203 0.129
H -4.2274 2.7769 0.4464 0.200
H -5.0173 1.9884 -1.1800 0.139
H -5.3047 0.5401 0.9092 0.190
H -3.6264 0.3878 0.8378 0.087
H -5.3237 -0.5167 -1.3034 0.100
H -3.6496 -0.7214 -1.3759 0.145
H -3.5502 -2.2786 0.5541 0.153
H -4.6541 -2.6580 -0.9019 0.140
H -5.8107 -3.0817 1.4626 0.086
H -5.6953 -1.3723 1.6952 0.085
H -7.3121 -1.0376 -0.1590 0.119
H -7.7463 -2.2608 0.8884 -0.097
H -7.1417 -2.8673 -0.4540 0.100